Here is C19H33BrKN8O2S as an isolated structure from the OMol25 dataset. Energies are from ωB97M-V with the def2-TZVPD basis set.

The geometry in XYZ format:
```
65
C19H33BrKN8O2S | the OMol25 dataset | ωB97M-V with the def2-TZVPD basis set
K 0.47534 -0.63458 0.27664
N -1.65216 1.30639 2.24030
C -0.76517 2.21408 2.95147
C 0.35298 1.56986 3.77060
N 1.52114 1.01286 3.01681
C 2.47720 2.12323 2.73970
C 2.69722 2.38762 1.22399
N 2.73440 1.09390 0.53550
C 2.17093 0.07505 3.88388
C 1.48518 -1.29092 4.08056
N 1.79617 -2.06963 2.88951
H -2.25930 0.79694 2.89094
H -2.29782 1.77788 1.60323
H -0.23764 2.81767 2.17901
H -1.18344 2.98625 3.61248
H 0.78999 2.32565 4.46093
H -0.03112 0.82767 4.45746
H 2.18320 3.08068 3.23935
H 3.43943 1.77692 3.21781
H 1.86118 2.98473 0.81248
H 3.63486 3.00833 1.10259
H 3.24615 1.11127 -0.33437
H 3.27936 0.46587 1.14188
H 3.20669 -0.08054 3.46096
H 2.29453 0.52019 4.90043
H 1.96652 -1.70626 4.96225
H 0.38915 -1.14444 4.24764
H 2.63876 -2.60726 2.95630
H 1.02706 -2.71279 2.59353
N 3.64520 -2.65896 -3.35599
N 2.33773 -2.51716 -2.89784
C 2.05405 -2.51254 -1.54652
O 0.81374 -2.69391 -1.33985
O 2.92591 -2.24846 -0.67271
H 4.25649 -2.47028 -2.52308
H 3.88827 -1.92366 -4.04894
H 1.65210 -2.93483 -3.52893
C -1.41089 1.68153 -6.41859
C -1.79969 2.30113 -5.11401
C -2.36580 3.54453 -5.00996
C -2.64369 3.97612 -3.70005
N -2.42176 3.25680 -2.57421
C -1.95513 2.00369 -2.75254
S -1.77597 0.88213 -1.42183
N -1.66200 1.51956 -3.98164
C -3.36648 5.24472 -3.42279
H -1.83478 2.27816 -7.20757
H -1.90971 0.73157 -6.50665
H -0.34535 1.48874 -6.50932
H -2.51021 4.24018 -5.84266
H -1.24629 0.60228 -4.09319
H -2.84547 5.86935 -2.65322
H -4.35682 5.03022 -2.99167
H -3.45373 5.92129 -4.26937
Br -3.75291 -7.33114 1.84870
C -2.52596 -5.87851 1.61315
C -2.54841 -4.81931 2.46493
C -1.75891 -3.65528 2.16880
C -1.01556 -3.57109 1.04713
C -0.85678 -4.68740 0.25164
C -1.59790 -5.82549 0.50922
H -3.19523 -4.78732 3.32946
H -1.90799 -2.80261 2.83223
H -0.15505 -4.62980 -0.61955
H -1.59580 -6.64089 -0.17644
```

Properties
Highest occupied orbital energy in eV: -1.9
LUMO in eV: 1.2
E_tot in eV: -133455.7070
Frontier orbital gap in eV: 3.092
Spin multiplicity: 1
Total charge: -1
F_max in eV/Å: 4.2

The net atomic charges from Mulliken, expressed in e, are: 0.6869, -0.3625, -0.7252, -1.1498, 0.6233, -1.0438, -0.5650, -0.2188, -0.9850, -0.5469, -0.3319, 0.1951, 0.2305, 0.1983, 0.3841, 0.4012, 0.6434, 0.2898, 0.5551, 0.2637, 0.3405, 0.2098, 0.1079, 0.4391, 0.2962, 0.3727, 0.2741, 0.1778, 0.0366, -0.7930, 0.0526, 0.7132, -0.8078, -0.7843, 0.2714, 0.1863, 0.2712, -1.4112, 0.9122, -0.8083, 0.9312, -0.4773, -0.1803, -0.3338, -0.0345, -1.1741, 0.3447, 0.3881, 0.3345, 0.2947, 0.2586, 0.3056, 0.2648, 0.3442, -0.2963, -0.1138, -0.3910, -0.2889, -0.2371, -0.3644, -0.2607, 0.3665, 0.1933, 0.1490, 0.3771